This record from the OMol25 dataset describes a molecular structure, CH3AsF6O5PY at a distorted geometry. The level of theory is ωB97M-V with the def2-TZVPD basis set.

Each line ends with the Löwdin charge.
Element x y z (Å)
Y 0.60 -0.40 -1.11  1.520
C 1.30 2.95 -0.33  -0.363
O 1.58 1.67 -0.73  -0.492
H 1.27 3.06 0.76  0.050
H 2.01 3.71 -0.72  0.041
H 0.31 3.29 -0.71  0.052
P 0.16 -2.77 -2.11  0.026
O 1.13 -1.75 -2.77  -0.515
O -1.07 -1.76 -1.69  -0.568
O 0.50 -2.61 -0.55  -0.534
O -0.27 -4.04 -2.73  -0.388
As -1.09 -0.19 1.86  0.730
F -1.44 0.35 0.19  -0.295
F -1.67 -1.71 1.38  -0.203
F -0.60 -0.83 3.37  -0.243
F -0.56 1.37 2.34  -0.242
F -2.70 0.20 2.37  -0.256
F 0.53 -0.52 1.18  -0.318

As for the orbital gap: 5.8 eV. Its charge is -2. The electronic energy is -3631.16611 Ha. As for the LUMO energy: 5.54 eV. As for the relative energy (zero: lowest compared OMol25 entry of this formula, charge and spin): 0.00 kcal per mole.

=====

This record from the OMol25 dataset describes CH3BBr2 in the gas phase at a distorted geometry. The level of theory is ωB97M-V with the def2-TZVPD basis set.

Each line ends with the Löwdin charge.
Element x y z (Å)
B -0.20 -0.05 0.43  -0.501
C 1.20 0.02 -0.39  -1.049
Br 2.90 0.65 0.03  0.695
Br 0.88 -1.99 0.05  0.735
H -1.22 0.08 -0.20  0.022
H -0.25 0.04 1.67  0.028
H 0.98 0.17 -1.53  0.070

As for the orbital gap: 10.2 eV. Its charge is 0. The electronic energy is -5212.73133 Ha. As for the LUMO energy: -0.06 eV. As for the relative energy (zero: lowest compared OMol25 entry of this formula, charge and spin): 32.57 kcal per mole.

=====

- Number 2 is which compound?
  CH3BBr2